Below is a cluster of 9 separate species, C67H64IN11O19 in total in a non-equilibrium geometry, with properties calculated with ωB97M-V with the def2-TZVPD basis set.

## Properties
largest force on an atom	0.0205	hartree/bohr
electronic energy	-4920.27944	a.u.
SMILES string	CCCCCCCc1c(I)cc(CCCN)c2c1C(=O)N(OC#N)C2=O.O=[N+]([O-])c1ccccc1.O=[N+]([O-])c1ccccc1.O=[N+]([O-])c1ccccc1.O=[N+]([O-])c1ccccc1.O=[N+]([O-])c1ccccc1.O=[N+]([O-])c1ccccc1.O=[N+]([O-])c1ccccc1.O=[N+]([O-])c1ccccc1

CARTESIAN COORDINATES (ANGSTROEM)
C 5.5827 -7.0581 -5.3865
C 4.0968 -7.2855 -5.1139
C 3.4295 -6.0173 -4.5858
C 1.9630 -6.2021 -4.1988
C 1.4905 -5.3069 -3.0372
C 0.4174 -4.2703 -3.4326
C 0.7511 -2.8038 -3.0870
C 1.1375 -2.0361 -4.3268
C 2.4406 -1.6922 -4.7123
I 4.1021 -2.0919 -3.4936
C 2.7323 -1.0162 -5.9049
C 1.7299 -0.6373 -6.8044
C 2.0642 0.0313 -8.1067
C 1.8823 -0.9097 -9.3251
C 3.1062 -1.7812 -9.5772
N 3.1018 -2.9473 -8.6808
C 0.4242 -0.9254 -6.4042
C 0.1469 -1.5886 -5.2069
C -1.3129 -1.6759 -5.0383
O -1.9673 -2.3471 -4.3079
N -1.8830 -0.8183 -6.0598
O -2.5823 0.3265 -5.6015
C -1.7801 1.2197 -5.0858
N -1.0741 1.9938 -4.6270
C -0.8560 -0.5938 -7.0701
O -1.1147 -0.3092 -8.1962
H 5.9882 -7.7898 -6.0806
H 5.7299 -6.0660 -5.8137
H 6.1498 -7.0937 -4.4585
H 3.5955 -7.5808 -6.0371
H 3.9812 -8.0843 -4.3816
H 3.5319 -5.2531 -5.3599
H 4.0182 -5.6635 -3.7357
H 1.3531 -5.9670 -5.0707
H 1.7821 -7.2500 -3.9623
H 1.0956 -5.9104 -2.2236
H 2.3464 -4.7611 -2.6425
H 0.2599 -4.3360 -4.5084
H -0.5410 -4.5063 -2.9775
H -0.1283 -2.3248 -2.6735
H 1.5784 -2.7443 -2.3866
H 3.7528 -0.7771 -6.1568
H 1.4755 0.9372 -8.2291
H 3.1192 0.3008 -8.0627
H 1.0486 -1.5717 -9.1020
H 1.6507 -0.3050 -10.1970
H 3.1007 -2.0758 -10.6317
H 4.0182 -1.2103 -9.4116
H 3.9975 -3.4176 -8.7530
H 2.4251 -3.6197 -9.0250
C -0.8138 2.1554 0.6903
C -1.5122 1.4403 -0.2739
C -1.3519 0.0684 -0.3774
C -0.4851 -0.5620 0.4972
C 0.2252 0.1284 1.4615
C 0.0560 1.5005 1.5537
N -0.3160 -2.0191 0.3932
O -0.9320 -2.5876 -0.4856
O 0.4307 -2.5672 1.1801
H -0.9476 3.2254 0.7733
H -2.1842 1.9549 -0.9473
H -1.8905 -0.5014 -1.1211
H 0.8974 -0.3935 2.1255
H 0.6031 2.0596 2.3003
C 4.0414 4.7619 -3.9652
C 3.4119 3.5359 -4.1380
C 4.1005 2.4774 -4.7075
C 5.4148 2.6726 -5.0925
C 6.0603 3.8842 -4.9336
C 5.3607 4.9358 -4.3643
N 6.1520 1.5433 -5.6854
O 5.5389 0.5024 -5.8286
O 7.3125 1.7119 -5.9905
H 3.5017 5.5850 -3.5164
H 2.3847 3.4009 -3.8281
H 3.6233 1.5182 -4.8458
H 7.0863 4.0035 -5.2473
H 5.8473 5.8919 -4.2305
C 0.4688 2.5192 6.8559
C 0.9278 3.6015 6.1157
C 0.1471 4.1254 5.0978
C -1.0822 3.5453 4.8450
C -1.5527 2.4631 5.5631
C -0.7664 1.9481 6.5788
N -1.9238 4.1058 3.7744
O -1.4807 5.0486 3.1466
O -3.0064 3.5944 3.5763
H 1.0837 2.1163 7.6506
H 1.8911 4.0375 6.3339
H 0.4856 4.9643 4.5089
H -2.5099 2.0254 5.3373
H -1.1245 1.1004 7.1469
C -6.7956 -0.9035 2.0325
C -5.4371 -1.1926 2.0038
C -4.6437 -0.8902 3.0984
C -5.2348 -0.3050 4.2031
C -6.5840 -0.0034 4.2487
C -7.3664 -0.3021 3.1461
N -4.3924 0.0128 5.3640
O -3.2024 -0.2380 5.2817
O -4.9159 0.5169 6.3370
H -7.4091 -1.1364 1.1731
H -4.9871 -1.6382 1.1241
H -3.5843 -1.0983 3.0885
H -7.0110 0.4657 5.1221
H -8.4197 -0.0597 3.1519
C 5.4273 8.4519 5.8086
C 5.6065 7.1534 6.2675
C 4.9295 6.1046 5.6670
C 4.0827 6.3832 4.6103
C 3.8852 7.6677 4.1392
C 4.5667 8.7082 4.7491
N 3.3679 5.2723 3.9608
O 3.5305 4.1543 4.4096
O 2.6460 5.5371 3.0202
H 5.9604 9.2672 6.2788
H 6.2751 6.9560 7.0936
H 5.0585 5.0902 6.0130
H 3.2129 7.8508 3.3148
H 4.4258 9.7200 4.3958
C -5.4182 0.2478 -3.9325
C -6.7628 0.0045 -3.6863
C -7.3169 0.3324 -2.4591
C -6.5084 0.9219 -1.5057
C -5.1718 1.1893 -1.7329
C -4.6256 0.8388 -2.9557
N -7.0718 1.2636 -0.1909
O -8.2286 0.9494 0.0264
O -6.3431 1.8030 0.6126
H -4.9859 -0.0144 -4.8878
H -7.3791 -0.4555 -4.4462
H -8.3561 0.1321 -2.2474
H -4.5689 1.6434 -0.9604
H -3.5777 1.0302 -3.1439
C -0.2946 1.1157 11.7543
C 0.3223 1.8707 10.7657
C 0.9471 3.0640 11.0877
C 0.9435 3.4776 12.4060
C 0.3321 2.7465 13.4068
C -0.2922 1.5555 13.0716
N 1.6234 4.7377 12.7572
O 2.1372 5.3694 11.8561
O 1.6313 5.0659 13.9258
H -0.7787 0.1830 11.4975
H 0.3198 1.5289 9.7405
H 1.4291 3.6615 10.3285
H 0.3441 3.0998 14.4267
H -0.7754 0.9696 13.8410
C -3.0876 -7.3250 1.9347
C -2.5062 -6.0831 2.1537
C -2.9108 -4.9857 1.4114
C -3.8989 -5.1594 0.4605
C -4.4886 -6.3863 0.2214
C -4.0743 -7.4764 0.9688
N -4.3444 -3.9938 -0.3189
O -3.7993 -2.9292 -0.0951
O -5.2336 -4.1545 -1.1279
H -2.7708 -8.1784 2.5192
H -1.7367 -5.9670 2.9040
H -2.4659 -4.0149 1.5684
H -5.2553 -6.4875 -0.5318
H -4.5237 -8.4447 0.7979

=====

Below is a cluster of 2 separate species, C3H3N3O in total in a non-equilibrium geometry, with properties calculated with ωB97M-V with the def2-TZVPD basis set.

## Properties
ΔE to the lowest compared entry with this formula, charge and spin	69.8	kcal per mole
largest force on an atom	0.0870	hartree/bohr
electronic energy	-355.52868	a.u.
SMILES string	N=C=CC=O.N#N

CARTESIAN COORDINATES (ANGSTROEM)
N 1.5138 -0.1035 0.8006
C 1.1659 -1.1896 0.3739
N 0.4555 2.3885 -0.8006
N -0.5721 2.7780 -0.7352
O -1.2052 0.4685 1.1343
C -1.2091 -0.5139 0.4158
C -0.0961 -1.3443 -0.0953
H 1.9760 0.4824 0.1171
H -2.1619 -0.9867 0.1090
H -0.2826 -1.9775 -0.9252

=====

Below is the molecule C3H10N2O2 in a non-equilibrium geometry, with properties calculated with ωB97M-V with the def2-TZVPD basis set.

## Properties
ΔE to the lowest compared entry with this formula, charge and spin	45.2	kcal per mole
largest force on an atom	0.0473	hartree/bohr
electronic energy	-380.26463	a.u.
SMILES string	CN(CO)[C@@H](N)O

CARTESIAN COORDINATES (ANGSTROEM)
C -0.4751 1.0575 -0.4046
C 0.3113 -0.6824 1.1019
C 0.1752 -1.1556 -1.2596
N -0.3848 -0.4294 -0.1205
N -0.8912 1.8240 0.7228
O 0.2830 -2.1370 1.3392
O 0.7125 1.6131 -0.8792
H -0.6548 -2.3695 1.2315
H 1.4310 1.0820 -0.5152
H -1.2317 1.1658 -1.1878
H -0.0628 2.0716 1.2547
H -1.3324 2.6733 0.3790
H 1.3654 -0.3880 1.0881
H -0.1862 -0.2470 1.9729
H -0.2831 -0.8227 -2.1981
H 1.2603 -1.0295 -1.3479
H -0.0367 -2.2263 -1.1774

=====

Below is a cluster of 2 separate species, C4H5BrIO2 in total in a non-equilibrium geometry, with properties calculated with ωB97M-V with the def2-TZVPD basis set.

## Properties
ΔE to the lowest compared entry with this formula, charge and spin	28.9	kcal per mole
largest force on an atom	0.0577	hartree/bohr
electronic energy	-3177.59841	a.u.
total charge	-1

CARTESIAN COORDINATES (ANGSTROEM)
C -1.5466 -0.0467 -0.7039
C 0.9540 -0.4422 1.5817
C -0.6301 -0.3587 -1.6798
C 1.5796 0.2901 0.6679
O -1.9324 1.3420 -0.7393
O -1.9056 -0.6125 0.3331
Br -0.0605 -2.1307 -1.9757
I 3.5222 0.8940 1.0337
H -2.0403 1.6541 0.1322
H -0.0432 -0.7453 1.4923
H 1.3142 -0.5995 2.5388
H -0.2096 0.3259 -2.4899
H 0.9984 0.4295 -0.1913

=====

Below is a cluster of 11 separate species, C50H95N3O22 in total in a non-equilibrium geometry, with properties calculated with ωB97M-V with the def2-TZVPD basis set.

## Properties
ΔE to the lowest compared entry with this formula, charge and spin	0.0	kcal per mole
largest force on an atom	0.0220	hartree/bohr
electronic energy	-3781.06526	a.u.
SMILES string	O=[N+]([O-])c1ccccc1.O=[N+]([O-])c1ccccc1.O=[N+]([O-])c1ccccc1.COCCOC.COCCOC.COCCOC.COCCOC.COCCOC.COCCOC.COCCOC.COCCOC

CARTESIAN COORDINATES (ANGSTROEM)
C 0.3430 -3.5042 -3.8169
C 1.3628 -4.4418 -3.9037
C 2.6471 -4.1164 -3.4992
C 2.8918 -2.8634 -2.9804
C 1.8884 -1.9264 -2.8353
C 0.6128 -2.2655 -3.2524
N 4.2472 -2.5326 -2.5613
O 4.5048 -1.3666 -2.3249
O 5.0539 -3.4366 -2.4616
H -0.6393 -3.7186 -4.2140
H 1.1944 -5.4269 -4.3199
H 3.4424 -4.8429 -3.5762
H 2.0832 -0.9715 -2.3666
H -0.1772 -1.5482 -3.0603
C -4.2429 6.2400 4.3565
C -3.6471 5.3310 5.2277
C -2.7820 4.3747 4.7410
C -2.4992 4.3383 3.3926
C -3.0619 5.2417 2.5154
C -3.9216 6.1967 3.0117
N -1.5847 3.3094 2.8946
O -1.1648 2.4785 3.6799
O -1.2711 3.3616 1.7199
H -4.9513 6.9696 4.7229
H -3.9284 5.3458 6.2724
H -2.3541 3.6395 5.4085
H -2.8440 5.2030 1.4583
H -4.3694 6.9113 2.3330
C -2.9213 -2.8649 -5.6103
C -3.3181 -1.5467 -5.7706
C -3.0642 -0.8977 -6.9639
C -2.3768 -1.5473 -7.9682
C -2.0144 -2.8816 -7.8371
C -2.3154 -3.5437 -6.6656
N -2.0569 -0.8405 -9.2068
O -1.6722 -1.4966 -10.1535
O -2.1944 0.3672 -9.2076
H -3.0608 -3.3838 -4.6707
H -3.8927 -1.0849 -4.9790
H -3.3908 0.1233 -7.1092
H -1.5525 -3.3728 -8.6829
H -2.0360 -4.5795 -6.5191
C -6.3862 0.5622 -6.2273
O -7.0789 -0.4376 -5.5355
C -7.0793 -0.2739 -4.1281
C -7.0145 -1.6273 -3.4897
O -5.7452 -2.2042 -3.6659
C -5.7335 -3.4814 -3.0378
H -5.3628 0.6962 -5.8501
H -6.9050 1.5293 -6.2040
H -6.2943 0.2711 -7.2743
H -7.9961 0.2358 -3.8121
H -6.2093 0.3318 -3.8454
H -7.7721 -2.2694 -3.9720
H -7.3245 -1.5911 -2.4350
H -6.2388 -4.1601 -3.7391
H -6.2898 -3.5148 -2.0965
H -4.7198 -3.8245 -2.8484
C 1.4042 0.9975 0.4197
O 0.4664 0.0449 -0.0103
C -0.8227 0.3029 0.4737
C -1.8497 -0.6936 -0.0391
O -1.7492 -0.7941 -1.4381
C -2.8844 -1.4632 -1.9369
H 1.7796 0.7672 1.4288
H 0.9903 2.0086 0.4244
H 2.2547 0.9435 -0.2600
H -1.1567 1.2997 0.1621
H -0.8123 0.2082 1.5710
H -2.8235 -0.3026 0.2820
H -1.7202 -1.6604 0.4606
H -2.9942 -2.4661 -1.5094
H -2.7650 -1.5628 -3.0180
H -3.8117 -0.8982 -1.7832
C 8.9057 0.7110 4.3967
O 7.5032 0.8295 4.2736
C 7.0008 0.3497 3.0545
C 5.5675 0.8290 2.9513
O 4.8673 0.3212 1.8448
C 5.2741 0.8899 0.6240
H 9.4221 1.0596 3.4966
H 9.1994 -0.3341 4.5627
H 9.1897 1.2938 5.2688
H 7.0308 -0.7483 3.0002
H 7.6074 0.7005 2.2055
H 5.5006 1.9275 2.9716
H 5.0616 0.5212 3.8700
H 6.2775 0.5788 0.3146
H 5.3294 1.9881 0.7309
H 4.5585 0.6483 -0.1572
C 3.6317 -0.4995 7.0831
O 3.5522 0.1169 5.8150
C 2.3663 -0.0681 5.0908
C 1.1613 0.6886 5.5941
O 0.7686 0.2811 6.8928
C -0.4167 0.9082 7.3236
H 3.5083 -1.5907 6.9855
H 2.8286 -0.2026 7.7567
H 4.6109 -0.2673 7.4887
H 2.1259 -1.1364 4.9898
H 2.5652 0.3393 4.0952
H 0.3089 0.4834 4.9222
H 1.3154 1.7762 5.5490
H -0.8226 0.3197 8.1454
H -1.1500 0.9295 6.5080
H -0.2092 1.9176 7.6960
C -5.8998 -2.3803 1.2021
O -4.7384 -2.9882 0.6826
C -3.9616 -3.6758 1.6457
C -3.6370 -2.8855 2.8946
O -3.1433 -1.6321 2.5307
C -3.0225 -0.7209 3.6046
H -6.5713 -3.1336 1.6360
H -6.3994 -1.9009 0.3622
H -5.6739 -1.6240 1.9581
H -3.0230 -3.9269 1.1502
H -4.4564 -4.6189 1.9149
H -2.9132 -3.4569 3.5003
H -4.5019 -2.7984 3.5724
H -3.8778 -0.7864 4.2924
H -3.0565 0.2818 3.1820
H -2.1105 -0.9072 4.1786
C 3.7989 2.7102 -1.9569
O 2.5926 1.9824 -2.1428
C 1.6969 2.6218 -3.0185
C 0.4168 1.8193 -3.0179
O -0.5911 2.5193 -3.6920
C -1.7656 1.7342 -3.7598
H 4.3339 2.1639 -1.1794
H 3.6152 3.7028 -1.5313
H 4.3380 2.7627 -2.9048
H 2.0807 2.7071 -4.0440
H 1.4709 3.6387 -2.6611
H 0.1580 1.5600 -1.9788
H 0.5958 0.8446 -3.5061
H -1.5069 0.7051 -4.0401
H -2.4172 2.1809 -4.5069
H -2.2385 1.7041 -2.7716
C 1.9001 3.8754 0.7051
O 2.4461 5.1572 0.6333
C 3.4272 5.4055 1.6204
C 4.6967 4.5739 1.5896
O 5.3205 4.5934 0.3386
C 6.6041 4.0391 0.3975
H 1.3152 3.6358 -0.1812
H 1.2834 3.7149 1.6021
H 2.6811 3.1005 0.7400
H 2.9541 5.2987 2.6048
H 3.7348 6.4420 1.4698
H 4.4916 3.5391 1.9056
H 5.3453 5.0366 2.3480
H 6.5784 3.0156 0.7886
H 7.2705 4.6089 1.0698
H 7.0624 4.1439 -0.5832
C 3.1629 -2.3936 0.6075
O 2.3491 -3.4321 1.1391
C 1.0227 -2.9740 1.2057
C 0.1490 -4.0036 1.8887
O 0.3593 -5.3270 1.4611
C 0.1191 -5.5153 0.0869
H 3.1726 -1.5496 1.3086
H 2.7820 -2.0295 -0.3482
H 4.1773 -2.7780 0.5324
H 0.6574 -2.7986 0.1845
H 0.9805 -2.0403 1.7823
H -0.8987 -3.6957 1.7484
H 0.3413 -3.9996 2.9641
H 0.3133 -6.5714 -0.1071
H 0.7772 -4.9284 -0.5591
H -0.9309 -5.3124 -0.1674

=====

Below is a structure of composition C15H27ClIOOsP2 in a non-equilibrium geometry, with properties calculated with ωB97M-V with the def2-TZVPD basis set.

## Properties
ΔE to the lowest compared entry with this formula, charge and spin	43.9	kcal per mole
largest force on an atom	0.1273	hartree/bohr
expectation value of S²	6.033
electronic energy	-2193.03482	a.u.
multiplicity	5
total charge	+3

CARTESIAN COORDINATES (ANGSTROEM)
C -0.5828 -0.1073 -2.5876
I -2.6382 -1.7721 -2.0062
H 0.3529 -0.2409 -1.9323
H -1.0102 0.8281 -2.9251
H -0.2945 -0.7568 -3.4579
Os -1.4212 0.0243 -0.6607
P -0.0087 1.9105 -0.5742
C -1.1134 3.2713 -0.8882
C 1.0094 2.5173 0.8597
H 1.3226 3.5573 0.6255
H 2.0985 2.8141 -1.4703
H 1.9010 1.8742 0.9932
H 1.9554 1.0787 -1.8075
H -2.0987 3.0172 -0.4865
H 0.4212 2.5045 1.7813
C 1.3847 2.0254 -1.7623
H -0.7785 4.1686 -0.3806
H 1.0388 2.2399 -2.7876
H -1.2204 3.4401 -1.9574
P 0.1885 -1.6615 0.2302
C -0.7060 -3.2351 0.4833
C 1.4411 -2.1807 -0.9788
H 2.3430 -1.3941 1.3562
H 1.2907 -2.4309 2.3118
H 1.0701 -0.6931 2.3518
C 1.3097 -1.5311 1.6931
H 2.2345 -1.4348 -1.0247
H 1.9187 -3.0973 -0.6336
H -0.0033 -4.0308 0.7674
H -1.2006 -3.4996 -0.4664
H 1.0453 -2.3105 -1.9855
H -1.4720 -3.1399 1.2626
C -3.0665 0.9502 -0.5444
O -4.1216 1.4368 -0.3983
Cl -0.1326 2.0434 4.0960
C -0.5026 0.3673 3.9810
C -0.1307 -0.4399 5.0457
C -0.5382 -1.7757 5.0915
C -1.3303 -2.3043 4.0870
C -1.7240 -1.4842 3.0039
C -1.2856 -0.1481 2.8715
C -1.7107 0.6524 1.6475
H 0.4907 -0.0175 5.8519
H -0.1823 -2.4349 5.9006
H -1.6870 -3.3447 4.1212
H -2.4443 -1.8513 2.2757
H -2.7806 0.8770 1.8528
H -1.2018 1.6358 1.7624